Molecular formula: C20H46AuOP4
Method: DFT, the ωB97M-V functional and the def2-TZVPD basis

Results
- Multiplicity: 3
- Net charge: +3
- Frontier orbital gap (alpha / beta): 7.1 / 4.1 eV
- Highest occupied orbital energy (alpha / beta): -15.96 / -16.08 eV

Structure (XYZ):
```
72
C20H46AuOP4 (the ωB97M-V functional and the def2-TZVPD basis)
Au 0.23662 0.33373 0.61792
P 1.73953 -1.02406 1.80528
P 1.39679 2.14601 -0.35624
P -1.43667 -1.93004 -1.29120
H -0.15121 2.29269 -7.03137
C -1.16818 1.90515 -6.99198
C -2.17704 2.53125 -6.37870
H -2.15965 3.57241 -6.04641
C 2.97152 -1.95278 0.84062
C 2.63741 0.18831 2.83175
C 0.83507 -2.11772 2.93671
C 0.62372 3.14992 -1.66666
C 1.61994 3.31848 1.03659
C 3.07427 1.79850 -0.97930
C -2.83901 -2.42587 -2.33368
C -1.78153 -2.63338 0.33397
C 0.02853 -2.77909 -1.91596
H -1.35766 1.02046 -7.58442
H -3.16408 2.05636 -6.37009
H 3.71762 -2.45963 1.46902
H 3.49200 -1.26165 0.16327
H 2.46554 -2.69998 0.21328
H 3.32653 -0.28506 3.53975
H 1.90086 0.78567 3.38741
H 3.20895 0.86710 2.18301
H 1.29956 -3.10907 3.01782
H -0.19256 -2.23702 2.56971
H 0.78924 -1.66888 3.93929
H 0.81660 4.21669 -1.45829
H -0.45986 2.96212 -1.71302
H 1.09998 2.88139 -2.62195
H 2.26503 4.13502 0.69512
H 2.06472 2.79958 1.89604
H 0.63692 3.73178 1.31498
H 3.62802 2.74707 -1.07617
H 2.98306 1.32234 -1.97016
H 3.61704 1.13738 -0.28684
H -3.31851 -3.31377 -1.90009
H -2.49365 -2.60167 -3.36521
H -3.56322 -1.59536 -2.36650
H -2.53019 -3.43072 0.19356
H -2.20108 -1.90919 1.04000
H -0.88106 -3.02416 0.82024
H -0.33143 -3.64007 -2.49894
H 0.66970 -3.13267 -1.09702
H 0.63856 -2.13751 -2.56115
C -1.94806 0.69726 -3.67840
C -0.60675 0.41448 -4.13196
C -0.39133 -0.55255 -5.09348
C -1.50251 -1.10420 -5.77518
C -2.79882 -0.61319 -5.53438
C -3.03024 0.31903 -4.56528
O -2.21915 1.12652 -2.51252
H -1.48671 -0.50319 -1.62179
H 0.19868 0.95972 -3.64321
H 0.62196 -0.87938 -5.32778
H -1.34685 -1.85819 -6.56876
H -3.64572 -0.96949 -6.15008
H -4.00912 0.77084 -4.40467
C -3.16540 -0.03962 1.76388
P -1.82113 1.12226 1.44595
C -2.39422 2.58096 0.54444
C -1.22190 1.74564 3.03904
H -3.44126 -0.57174 0.83979
H -4.09422 0.42655 2.10393
H -2.85143 -0.75668 2.53864
H -3.39906 2.85430 0.87209
H -1.73698 3.43016 0.76588
H -2.43769 2.36256 -0.53521
H -2.05389 2.10326 3.64898
H -0.69959 0.93938 3.57534
H -0.52905 2.58016 2.87336
```

=====

Molecular formula: C12H19N2O
Method: DFT, the ωB97M-V functional and the def2-TZVPD basis

Results
- Multiplicity: 1
- Net charge: +1
- Frontier orbital gap: 8.6 eV
- Highest occupied orbital energy: -12.94 eV

Structure (XYZ):
```
34
C12H19N2O (the ωB97M-V functional and the def2-TZVPD basis)
C 0.48509 -2.14254 -2.51473
C -0.64609 -1.64003 -1.95339
C 1.59597 -2.47154 -1.76017
C -0.51369 -1.13297 -0.63112
C 1.58168 -2.17860 -0.39654
C -0.34697 -2.08037 2.11866
C -1.12110 2.09730 -1.92514
C -1.65758 2.21345 -0.49555
C -0.55588 2.71861 0.45290
C 0.52118 1.62175 0.72004
C -0.16440 0.67714 1.71247
C 0.57441 -1.11046 1.49473
N 0.63896 -1.34833 0.11839
N 1.86630 -1.08029 2.18597
O -1.24838 -2.68473 1.60457
H 0.55367 -2.45629 -3.56744
H -1.62553 -1.51267 -2.47412
H 2.56998 -2.89228 -2.16225
H -1.18943 -0.46082 -0.14154
H 2.33412 -2.73930 0.21390
H -0.12245 -1.99227 3.27973
H -0.73522 1.11285 -2.08334
H -1.99758 2.35099 -2.57365
H -0.36452 2.90924 -2.10416
H -2.10769 1.36399 0.02584
H -2.43615 2.99937 -0.61939
H -0.12689 3.60386 0.06242
H -1.08513 2.95112 1.43250
H 1.48168 2.09390 1.15025
H 0.79411 1.23070 -0.38439
H 0.13615 0.83136 2.63887
H -1.28472 0.54175 1.56411
H 2.41774 -0.37026 1.83953
H 1.77837 -1.02364 3.17201
```

=====

Molecular formula: C4H12O3
Method: DFT, the ωB97M-V functional and the def2-TZVPD basis

Results
- Multiplicity: 1
- Net charge: 0
- SMILES: CC(C)C=O.O.O
- Frontier orbital gap: 10.1 eV
- Highest occupied orbital energy: -9.58 eV

Structure (XYZ):
```
19
C4H12O3 (the ωB97M-V functional and the def2-TZVPD basis)
C 2.21322 -0.85502 -0.50014
C 0.90064 -0.04613 -0.14646
C -0.25580 -0.80103 -0.72508
C 1.18591 1.32312 -0.78388
O 2.82132 -0.60226 -1.50848
H 2.46321 -1.70658 0.15544
H 0.91720 -0.07958 0.92635
H -0.91783 -1.28977 -0.00333
H -0.06172 -1.60616 -1.43790
H -0.78094 -0.21929 -1.47273
H 0.97331 2.17871 -0.16007
H 0.68009 1.45682 -1.76235
H 2.25283 1.41098 -1.01290
H -1.21517 1.83953 0.80263
H -2.83282 1.85439 0.64162
O -2.05675 1.43281 1.00787
H -1.44005 -1.32005 2.36846
H -2.73778 -1.13154 1.70499
O -2.10889 -1.83897 1.90596
```